# C4H12NO2

A 2-piece molecular cluster, C4H12NO2 overall in a non-equilibrium geometry (ωB97M-V/def2-TZVPD, OMol25).

Results
Energy relative to the best compared isomer or geometry (same formula, charge and spin), kJ/mol: 672.11
LUMO energy (spin up / spin down), eV: -4.3 / -4.3
Net charge: +1
Total energy, eV: -9915.26393
Highest occupied orbital energy (spin up / spin down), eV: -13.3 / -13.3

Last column: Löwdin charge in e.
Geometry (Å):
C  0.60018  1.36158  0.36341  -0.020
C  1.46164  -0.93196  0.17414  -0.044
C  -0.81458  -0.53255  0.84240  0.141
C  0.31085  -0.06884  -0.06202  -0.607
N  -0.21154  -0.04786  -1.53079  0.195
O  -3.45277  -0.22819  0.18472  -0.088
O  -2.38698  0.54583  0.05784  -0.222
H  1.37255  1.77220  -0.27736  0.098
H  -0.22207  1.99946  0.16533  0.092
H  1.14857  1.43623  1.24493  0.091
H  2.20689  -0.41232  -0.39549  0.091
H  1.81735  -0.96192  1.27724  0.153
H  1.33831  -2.02818  -0.08146  0.124
H  -0.90877  -0.01393  1.80439  0.118
H  -1.27594  -1.52966  0.99258  0.128
H  -1.25090  0.32184  -1.44209  0.170
H  -0.13324  -1.04090  -1.99707  0.217
H  0.22819  0.77073  -2.16816  0.231
H  -3.75893  -0.07241  1.11445  0.133

Cartesian forces (eV/Å) of the 6 atoms listed first:
C 0.94 -0.18 -2.97
C 1.82 -2.06 1.09
C -3.66 1.89 -0.38
C -2.57 0.63 1.42
N -0.29 0.98 -1.43
O -2.46 -1.36 1.12

---

# C7H14N2Si

One molecule with the formula C7H14N2Si in a non-equilibrium geometry (ωB97M-V/def2-TZVPD, OMol25).

Results
Energy relative to the best compared isomer or geometry (same formula, charge and spin), kJ/mol: 398.95
LUMO energy, eV: 0.6
Net charge: 0
Total energy, eV: -18341.05420
SMILES: C=C(/C=C/C)N(C)/[SiH]=N/C
Highest occupied orbital energy, eV: -8.2

Last column: Löwdin charge in e.
Geometry (Å):
C  -1.44768  -1.40506  2.03885  0.086
C  -0.85048  -0.52849  1.16508  -0.374
C  0.64836  -0.55037  0.97003  -0.078
C  1.36214  0.49752  0.58535  -0.236
C  2.75158  0.44331  0.23981  -0.100
N  -1.46710  0.42415  0.41359  -0.261
C  -2.65854  1.07796  0.84229  -0.126
Si  -0.93384  0.65489  -1.15037  0.616
N  -0.50596  -0.65243  -1.97346  -0.215
C  0.16618  -0.97677  -3.13665  -0.284
H  -2.46079  -1.25084  2.21672  0.027
H  -0.88860  -2.03907  2.63697  0.033
H  1.02930  -1.58042  1.05050  0.129
H  0.79736  1.45325  0.40278  0.099
H  2.87412  0.71232  -0.87809  0.121
H  3.11123  -0.53241  0.46886  0.073
H  3.26327  1.18063  0.76621  0.053
H  -2.59148  1.07586  1.98067  0.112
H  -2.67597  2.05718  0.44888  0.048
H  -3.63511  0.54057  0.66211  0.101
H  -0.83995  2.10749  -1.33672  -0.018
H  0.63687  -1.90242  -2.83340  0.063
H  -0.57752  -1.13640  -3.94634  0.079
H  0.90252  -0.25190  -3.43053  0.051

Cartesian forces (eV/Å) of the 6 atoms listed first:
C 1.07 3.01 -2.41
C 1.18 -2.32 1.77
C -1.39 -1.11 0.12
C -2.56 0.56 -0.03
C 0.35 0.20 -2.76
N -0.79 0.49 -0.06

---

# C43H45As2Cl3GeN3O4PbSi

C43H45As2Cl3GeN3O4PbSi as an isolated structure (ωB97M-V/def2-TZVPD, OMol25).

Results
Expectation value of S²: 0.778
Energy relative to the best compared isomer or geometry (same formula, charge and spin), kJ/mol: 0.00
LUMO energy (spin up / spin down), eV: 3.5 / 3.5
2S+1: 2
Net charge: -2
Total energy, eV: -286871.25656
Highest occupied orbital energy (spin up / spin down), eV: 0.3 / -2.4

Last column: Löwdin charge in e.
Geometry (Å):
Pb  -0.19513  -0.44771  -0.59216  1.276
O  1.11961  -1.05849  -2.59005  -0.262
C  2.00666  -1.88318  -2.91708  -0.222
C  2.78491  -2.77660  -2.14782  -0.155
C  3.79278  -3.52546  -2.84636  0.009
C  4.66739  -4.35494  -2.16825  -0.222
C  4.54640  -4.44749  -0.75573  0.002
C  3.58792  -3.75849  -0.07022  -0.020
C  2.64682  -2.89610  -0.72706  -0.399
O  1.74586  -2.29008  -0.03990  -0.269
N  5.66183  -5.07317  -2.82081  -0.433
O  6.44737  -5.84910  -2.13591  -0.182
O  5.76514  -4.94326  -4.09894  -0.163
H  2.27035  -1.89067  -3.98981  0.124
H  3.89832  -3.42794  -3.91888  0.096
H  5.24924  -5.08889  -0.24135  0.101
H  3.50954  -3.83854  1.00921  0.102
C  2.23656  2.39558  2.90761  -0.452
C  2.26887  1.00637  3.56746  -0.445
As  1.94352  -0.44723  2.22716  1.249
C  3.77744  -0.56090  1.56745  -0.379
C  3.95876  -0.24037  0.22178  -0.126
C  5.20885  -0.35119  -0.37254  -0.072
C  6.29328  -0.78986  0.37468  -0.090
C  6.12361  -1.10828  1.71649  -0.096
C  4.87174  -0.99675  2.30811  -0.109
C  1.82231  -1.94423  3.48106  -0.372
C  0.93437  -2.96391  3.12608  -0.114
C  0.73630  -4.05138  3.96719  -0.082
C  1.42096  -4.13359  5.17391  -0.107
C  2.29296  -3.11839  5.54281  -0.105
C  2.48685  -2.02797  4.70214  -0.125
As  0.63807  2.73704  1.79028  1.277
C  1.21800  4.41913  0.97441  -0.390
C  1.59111  5.56508  1.67074  -0.110
C  1.96992  6.71324  0.98696  -0.101
C  1.97757  6.72816  -0.40267  -0.103
C  1.60866  5.59229  -1.10715  -0.083
C  1.22939  4.44472  -0.41915  -0.116
C  -0.60108  3.39081  3.16018  -0.391
C  -0.25138  4.04273  4.33742  -0.116
C  -1.22490  4.42661  5.25281  -0.097
C  -2.56316  4.15885  5.00115  -0.105
C  -2.92441  3.50125  3.83510  -0.093
C  -1.94717  3.11518  2.92564  -0.139
H  2.31517  3.18238  3.65826  0.041
H  3.08474  2.51203  2.22945  0.064
H  1.50089  0.93657  4.34293  0.056
H  3.23924  0.85950  4.04493  0.051
H  3.10157  0.05169  -0.37746  0.086
H  5.32647  -0.13048  -1.42658  0.108
H  7.26120  -0.91383  -0.09574  0.099
H  6.96331  -1.47080  2.29753  0.094
H  4.75134  -1.27705  3.34692  0.082
H  0.42377  -2.90843  2.17251  0.087
H  0.04932  -4.83647  3.67399  0.101
H  1.27852  -4.98910  5.82400  0.092
H  2.82475  -3.17451  6.48563  0.092
H  3.14641  -1.22937  5.01961  0.083
H  1.58573  5.56766  2.75401  0.085
H  2.25272  7.60120  1.54102  0.094
H  2.26387  7.62789  -0.93432  0.095
H  1.60240  5.59617  -2.19034  0.105
H  0.92627  3.56117  -0.97075  0.089
H  0.78898  4.24676  4.55964  0.081
H  -0.93577  4.92851  6.16858  0.095
H  -3.32150  4.45667  5.71594  0.095
H  -3.96525  3.27414  3.63708  0.102
H  -2.22777  2.57887  2.02465  0.097
C  -1.54752  -0.18341  3.61463  -0.043
C  -2.36687  -1.03141  2.67490  -0.349
C  -3.50767  -1.67753  3.12147  -0.081
C  -4.22025  -2.44773  2.19841  -0.101
C  -3.78306  -2.56846  0.90431  -0.037
C  -2.57492  -1.92276  0.50614  -0.458
N  -1.92451  -1.13698  1.41810  0.058
N  -2.03155  -1.99669  -0.71837  -0.166
Si  -2.22475  -3.17927  -1.95879  0.362
C  -1.14840  -4.64748  -1.54337  -0.162
C  -3.98197  -3.84400  -2.16879  -0.202
C  -1.78011  -2.39095  -3.59096  -0.169
H  -2.17702  0.49382  4.19534  0.072
H  -0.83230  0.40238  3.04022  0.019
H  -0.99184  -0.82024  4.30736  0.078
H  -3.83014  -1.58242  4.15126  0.093
H  -5.13539  -2.94348  2.50537  0.095
H  -4.33543  -3.14505  0.17686  0.065
H  -1.52783  -5.13343  -0.63594  0.027
H  -0.12704  -4.31373  -1.33906  0.023
H  -1.10834  -5.39757  -2.34171  0.029
H  -4.25060  -4.56056  -1.38509  0.014
H  -4.05928  -4.35912  -3.13399  0.024
H  -4.72134  -3.03272  -2.16496  0.029
H  -1.02483  -1.61109  -3.46072  -0.005
H  -2.66224  -1.93458  -4.05061  0.002
H  -1.36400  -3.12205  -4.29291  0.037
Cl  0.05695  1.62551  -4.68330  0.103
Ge  -1.76138  1.85428  -3.53952  -0.254
Cl  -2.13811  4.02571  -3.86036  0.000
Cl  -3.25878  0.92666  -4.83060  0.080
C  -1.78146  1.32455  -1.74155  -0.541
H  -2.82071  1.01018  -1.57046  -0.041
H  -1.61429  2.26583  -1.20267  -0.068

Cartesian forces (eV/Å) of the 6 atoms listed first:
Pb 0.20 -0.09 -0.05
O -0.18 -0.16 0.15
C 0.11 0.16 -0.17
C 0.10 -0.03 0.04
C -0.04 0.09 0.07
C 0.01 0.04 -0.06

---

# C28H33ClMnN4O3SSi

C28H33ClMnN4O3SSi as an isolated structure in a non-equilibrium geometry (ωB97M-V/def2-TZVPD, OMol25).

Results
Expectation value of S²: 6.076
Energy relative to the best compared isomer or geometry (same formula, charge and spin), kJ/mol: 36.08
LUMO energy (spin up / spin down), eV: -3.6 / -2.7
2S+1: 5
Net charge: +1
Total energy, eV: -104228.94043
Highest occupied orbital energy (spin up / spin down), eV: -10.0 / -10.2

Last column: Löwdin charge in e.
Geometry (Å):
Mn  0.06565  0.45483  0.12381  0.748
C  4.79891  -0.07736  0.15319  -0.182
Si  3.04301  -0.58013  -0.20388  0.437
C  2.56762  -1.60529  1.27476  -0.151
C  2.99970  -1.52631  -1.80311  -0.153
N  1.88014  0.77002  -0.27645  -0.159
C  2.16079  2.06540  -0.78351  -0.254
C  3.43173  2.53500  -1.11575  -0.018
C  3.63719  3.84013  -1.54472  -0.070
C  2.58040  4.72785  -1.65388  -0.074
C  1.29795  4.28165  -1.36616  -0.006
C  1.13042  2.97381  -0.97660  -0.192
O  -0.13950  2.42282  -0.69294  -0.139
C  -1.29698  3.17205  -0.95248  -0.295
C  -1.65453  3.40319  -2.26626  -0.005
C  -2.83147  4.09443  -2.51877  -0.059
C  -3.62710  4.53272  -1.46583  -0.076
C  -3.24363  4.28214  -0.15441  -0.062
C  -2.06330  3.59636  0.11206  -0.020
H  5.28496  -0.97656  0.54775  0.046
H  4.87827  0.70285  0.91399  0.048
H  5.35947  0.23217  -0.72957  0.031
H  2.81375  -2.65998  1.11884  0.051
H  1.51290  -1.56376  1.53768  -0.017
H  3.14302  -1.24587  2.13224  0.043
H  2.89150  -2.60198  -1.63618  0.037
H  3.92651  -1.37212  -2.36005  0.035
H  2.16182  -1.20110  -2.41964  0.024
H  4.28100  1.87916  -1.03199  0.071
H  4.64233  4.15917  -1.78671  0.110
H  2.73973  5.75214  -1.95970  0.108
H  0.44750  4.94428  -1.45100  0.123
H  -1.02081  3.05192  -3.07065  0.136
H  -3.12507  4.29011  -3.54181  0.112
H  -4.53971  5.07732  -1.66873  0.108
H  -3.85655  4.62884  0.66758  0.110
H  -1.73789  3.39526  1.12451  0.095
C  -4.61056  -1.42429  -0.90625  -0.067
C  -4.41947  0.04285  -0.49773  -0.170
C  -3.03456  0.29295  -0.09711  -0.063
N  -1.94188  0.46139  0.19226  0.165
H  -5.60525  -1.54730  -1.32833  0.084
H  -4.51226  -2.08354  -0.04575  0.086
H  -3.87783  -1.72023  -1.65558  0.083
H  -5.06231  0.32171  0.33738  0.130
H  -4.64075  0.72597  -1.31884  0.129
S  0.27259  1.54156  2.28209  0.791
C  0.12695  0.35309  3.50590  -0.754
N  -0.22896  -0.91662  3.39432  0.050
C  -0.11553  -1.63723  4.66305  -0.099
C  0.11423  -0.49623  5.67429  -0.107
N  0.38949  0.63268  4.78551  0.027
H  -0.39254  -1.37025  2.50099  0.077
H  0.72608  -2.32876  4.63190  0.124
H  -1.02226  -2.19950  4.87158  0.122
H  0.96170  -0.69093  6.32600  0.121
H  -0.76466  -0.30247  6.28803  0.121
H  0.61319  1.56400  5.09038  0.143
Cl  -0.75620  -7.49958  -2.78191  0.700
C  -0.65989  -5.91396  -2.09507  -0.657
C  -0.72128  -5.76886  -0.71711  -0.086
C  -0.63873  -4.49933  -0.17264  -0.005
C  -0.49086  -3.39039  -0.99853  -0.139
C  -0.42630  -3.55215  -2.37922  -0.005
C  -0.51807  -4.81741  -2.93390  -0.084
C  -0.37629  -2.04986  -0.38138  -0.568
O  -0.05259  -1.05813  -1.13669  -0.100
O  -0.58763  -1.87633  0.83359  -0.061
H  -0.83120  -6.64130  -0.08832  0.111
H  -0.68487  -4.35971  0.89878  0.120
H  -0.29585  -2.68503  -3.01306  0.122
H  -0.47541  -4.96202  -4.00423  0.111

Cartesian forces (eV/Å) of the 6 atoms listed first:
Mn 1.05 -0.03 0.09
C 0.21 0.06 0.05
Si -0.20 0.31 -0.03
C -0.16 -0.17 0.21
C -0.01 -0.17 -0.21
N 0.14 0.55 -0.34

---

# CsF14N7Na3O28S14

CsF14N7Na3O28S14 as an isolated structure in a non-equilibrium geometry (ωB97M-V/def2-TZVPD, OMol25).

Results
LUMO energy, eV: 2.8
Net charge: -3
Total energy, eV: -271291.59256
Highest occupied orbital energy, eV: -3.3

Last column: Löwdin charge in e.
Geometry (Å):
Na  20.15004  19.66932  -15.45206  0.352
Na  17.20749  17.38192  -16.10165  0.399
Na  22.52390  21.51199  -14.42755  0.502
Cs  19.36513  24.24510  -17.09315  1.073
N  22.38240  19.97813  -16.47131  -0.291
S  22.64945  20.86745  -17.93310  0.550
O  21.84573  20.42198  -19.00794  -0.236
O  23.98979  21.22884  -18.28051  -0.240
F  21.92830  22.19868  -17.40611  -0.260
S  23.20357  18.76956  -16.95330  0.513
O  24.65676  18.85592  -16.87738  -0.271
O  22.64625  17.96676  -18.05174  -0.242
F  22.81488  17.85766  -15.60333  -0.212
N  17.11204  14.49590  -19.96908  -0.279
S  18.75995  14.42322  -20.22861  0.586
O  19.38982  13.15914  -19.92410  -0.313
O  19.65446  15.63564  -20.15694  -0.315
F  18.61800  14.18917  -21.81903  -0.250
S  16.92490  16.02562  -19.56533  0.510
O  16.70281  16.82724  -20.79538  -0.306
O  17.66594  16.56793  -18.45024  -0.318
F  15.58241  15.78332  -18.79629  -0.181
N  17.92656  19.57284  -16.64224  -0.252
S  16.81031  20.52443  -16.80492  0.437
O  15.69050  20.14575  -17.65687  -0.230
O  17.11313  21.98306  -16.71374  -0.389
F  16.14434  20.26403  -15.35998  -0.180
S  18.59228  20.09920  -18.09522  0.650
O  19.36521  21.37910  -18.02586  -0.456
O  17.92457  19.82271  -19.37308  -0.201
F  19.78027  18.98488  -18.02754  -0.161
N  24.52968  20.76293  -13.25413  -0.293
S  24.90100  21.78157  -12.19116  0.449
O  26.34309  21.87935  -11.97976  -0.291
O  23.99424  21.99038  -11.00638  -0.304
F  24.57718  22.93366  -13.18297  -0.193
S  24.92376  19.43579  -12.32395  0.601
O  24.30374  19.17682  -11.01759  -0.268
O  26.33116  19.12960  -12.44842  -0.286
F  24.24825  18.28359  -13.29165  -0.206
N  20.42787  20.91296  -13.45145  -0.277
S  20.47829  20.22078  -12.12533  0.424
O  19.33662  19.32645  -11.71691  -0.231
O  21.42250  20.74669  -11.12792  -0.239
F  21.24123  19.00318  -12.80171  -0.196
S  19.37844  21.98297  -12.63405  0.572
O  20.02617  22.94955  -11.80691  -0.238
O  17.94802  21.87285  -12.47015  -0.207
F  19.31027  22.93030  -13.98436  -0.307
N  15.26962  17.41283  -14.63246  -0.290
S  13.92533  17.34050  -15.26277  0.413
O  13.71401  18.39632  -16.25584  -0.299
O  12.77559  16.92118  -14.47867  -0.293
F  14.23438  16.10967  -16.21357  -0.181
S  14.86149  18.33039  -13.26267  0.650
O  14.56302  17.53343  -12.06361  -0.294
O  14.14475  19.59173  -13.39649  -0.286
F  16.39414  18.94228  -13.00957  -0.230
N  18.43569  15.36608  -14.98137  -0.270
S  19.72141  16.04302  -14.21341  0.617
O  19.86724  17.41810  -14.70943  -0.310
O  20.84881  15.12481  -13.95464  -0.267
F  18.99473  16.15815  -12.79391  -0.169
S  19.28475  14.51510  -15.96420  0.436
O  19.63653  13.25927  -15.36547  -0.283
O  20.14330  15.20990  -16.87833  -0.250
F  18.04420  14.10365  -16.88480  -0.195

Cartesian forces (eV/Å) of the 6 atoms listed first:
Na -0.11 -1.05 -0.05
Na 0.06 -0.87 -0.18
Na 0.62 -0.32 0.18
Cs -0.34 -0.84 0.13
N -0.16 4.24 -2.34
S -0.84 0.48 -1.06

---

# C2H5ClS

A 2-piece molecular cluster, C2H5ClS overall in a non-equilibrium geometry (ωB97M-V/def2-TZVPD, OMol25).

Results
Energy relative to the best compared isomer or geometry (same formula, charge and spin), kJ/mol: 232.08
LUMO energy (spin up / spin down), eV: -0.7 / -1.5
Net charge: 0
Total energy, eV: -25509.85292
Highest occupied orbital energy (spin up / spin down), eV: -8.8 / -8.4

Last column: Löwdin charge in e.
Geometry (Å):
C  -0.40248  -0.89695  -0.43260  -0.218
C  -0.79316  0.28229  0.34501  -0.738
S  1.67907  1.36294  -0.07533  0.269
Cl  -1.78681  1.54366  -0.09990  0.694
H  0.22312  -0.59077  -1.34923  0.082
H  0.09919  -1.55555  0.26579  0.083
H  -1.18236  -1.43630  -0.85432  0.048
H  -0.56311  0.26759  1.35867  0.017
H  2.72653  1.02309  0.84193  -0.237

Cartesian forces (eV/Å) of the 6 atoms listed first:
C 1.53 1.05 -1.33
C 2.07 0.56 -0.66
S 0.43 -0.48 1.24
Cl -0.42 0.08 -0.54
H -0.58 -0.61 1.56
H 0.57 -0.07 -0.28